The following is a quantum chemistry calculation of an isolated molecule of C2H9NP2 at a distorted geometry, from the OMol25 dataset.

M: 109.05 g mol⁻¹
SMILES: CCN[PH]#[PH2]
2S+1: 1
HOMO: -8.52 eV

Each atom is followed by the atoms it is bonded to, with distances in Å.
Element x y z (Å)
1 P -2.673 1.114 -1.504  P2 2.155, H11 1.396, H14 1.407
2 P -1.735 -0.214 -0.090  P1 2.155, N3 2.204, H8 1.406
3 N 0.274 0.663 -0.316  P2 2.204, C4 1.430, H7 1.020
4 C 1.355 -0.262 -0.175  N3 1.430, C5 1.526, H9 1.103, H13 1.094
5 C 1.491 -0.962 1.175  C4 1.526, H6 1.090, H10 1.088, H12 1.092
6 H 1.566 -0.235 1.983  C5 1.090
7 H 0.251 1.287 0.491  N3 1.020
8 H -1.434 -1.200 -1.045  P2 1.406
9 H 2.263 0.334 -0.364  C4 1.103
10 H 2.380 -1.588 1.184  C5 1.088
11 H -1.916 2.213 -1.096  P1 1.396
12 H 0.614 -1.590 1.350  C5 1.092
13 H 1.279 -1.003 -0.977  C4 1.094
14 H -3.715 1.442 -0.617  P1 1.407

Atom charges from the natural (NBO) analysis, given in e for atoms 1 to 4: atom 1 (P): 0.009, atom 2 (P): 0.313, atom 3 (N): -0.755, atom 4 (C): -0.238

***

The following is a quantum chemistry calculation of a cluster of 3 separate species, C2H9NS in total at a distorted geometry, from the OMol25 dataset.

M: 79.17 g mol⁻¹
SMILES: [H][H].C1CS1.N
2S+1: 1
HOMO: -8.83 eV

Each atom is followed by the atoms it is bonded to, with distances in Å.
Element x y z (Å)
1 S 0.760 -2.205 1.125  C3 1.767, C4 1.810
2 N -1.053 1.917 0.918  H5 1.013, H11 1.013, H12 1.013
3 C 0.952 -0.453 1.241  S1 1.767, C4 1.495, H6 1.072, H8 1.078
4 C 0.581 -0.915 -0.131  S1 1.810, C3 1.495, H7 1.085, H10 1.081
5 H -1.983 1.706 0.575  N2 1.013
6 H 0.251 0.004 1.911  C3 1.072
7 H 1.305 -1.095 -0.919  C4 1.085
8 H 2.000 -0.230 1.359  C3 1.078
9 H -0.797 -0.812 -3.117  H13 0.731
10 H -0.421 -0.714 -0.485  C4 1.081
11 H -0.411 1.144 0.785  N2 1.013
12 H -0.797 2.745 0.393  N2 1.013
13 H -0.388 -1.093 -3.653  H9 0.731

Atom charges from the natural (NBO) analysis, given in e for atoms 1 to 4: atom 1 (S): 0.109, atom 2 (N): -1.084, atom 3 (C): -0.540, atom 4 (C): -0.496

***

The following is a quantum chemistry calculation of a cluster of 2 separate species, C2H9NS in total at a distorted geometry, from the OMol25 dataset.

M: 79.17 g mol⁻¹
SMILES: CCS.N
2S+1: 1
HOMO: -8.90 eV

Each atom is followed by the atoms it is bonded to, with distances in Å.
Element x y z (Å)
1 S -0.508 -0.332 0.872  C4 1.996, H5 1.444
2 N 1.870 -2.466 0.249  H6 1.016, H7 1.011, H11 1.008
3 C -1.335 1.594 -0.941  C4 1.512, H8 1.084, H10 1.093, H12 1.090
4 C -0.511 1.588 0.326  S1 1.996, C3 1.512, H9 1.086, H13 1.084
5 H 0.607 -1.136 0.431  S1 1.444
6 H 2.130 -3.397 0.561  N2 1.016
7 H 0.984 -2.586 -0.224  N2 1.011
8 H -0.855 1.030 -1.732  C3 1.084
9 H 0.548 1.789 0.190  C4 1.086
10 H -2.268 1.067 -0.721  C3 1.093
11 H 1.820 -1.866 1.057  N2 1.008
12 H -1.599 2.601 -1.265  C3 1.090
13 H -0.883 2.114 1.198  C4 1.084

Atom charges from the natural (NBO) analysis, given in e for atoms 1 to 4: atom 1 (S): -0.228, atom 2 (N): -1.079, atom 3 (C): -0.636, atom 4 (C): -0.394

***

The following is a quantum chemistry calculation of a cluster of 2 separate species, C2H9NS in total, from the OMol25 dataset.

M: 79.17 g mol⁻¹
SMILES: CCN.S
2S+1: 1
HOMO: -9.33 eV

Each atom is followed by the atoms it is bonded to, with distances in Å.
Element x y z (Å)
1 S -1.836 -0.873 -1.274  H5 1.331, H7 1.343
2 N 1.375 1.325 -0.075  C4 1.452, H11 1.012, H13 1.011
3 C 1.465 -0.499 1.557  C4 1.525, H6 1.092, H8 1.096, H10 1.087
4 C 0.773 0.791 1.133  N2 1.452, C3 1.525, H9 1.094, H12 1.087
5 H -0.540 -0.987 -1.557  S1 1.331
6 H 2.554 -0.431 1.494  C3 1.092
7 H -1.703 0.446 -1.066  S1 1.343
8 H 1.187 -0.753 2.587  C3 1.096
9 H -0.266 0.542 0.902  C4 1.094
10 H 1.166 -1.336 0.931  C3 1.087
11 H 0.924 2.177 -0.384  N2 1.012
12 H 0.768 1.475 1.978  C4 1.087
13 H 2.363 1.507 0.034  N2 1.011

Atom charges from the natural (NBO) analysis, given in e for atoms 1 to 4: atom 1 (S): -0.291, atom 2 (N): -0.846, atom 3 (C): -0.610, atom 4 (C): -0.218

***

Orbital gap for the records above, in order: 8.80; 9.89; 9.82; 10.31 eV
ΔE to the lowest compared entry with this formula, charge and spin for the records above, in order: 0.485; 1.868; 1.140; 0.237 eV